[1]
{"formula": "C4H8S2", "method": "wB97M-V/def2-TZVPD", "elements": ["C", "C", "C", "C", "S", "S", "H", "H", "H", "H", "H", "H", "H", "H"], "coordinates": [[-0.1159, 1.3834, 0.1339], [-0.0462, -0.8744, -0.4030], [1.1875, 0.0365, -0.4737], [-0.9934, 0.2688, -0.4243], [2.6414, -0.2238, 0.4550], [-2.5276, -0.3642, 0.4344], [-0.1116, 1.4673, 1.2506], [0.0682, 2.2373, -0.3904], [0.0565, -1.6283, -1.1873], [0.0739, -1.4165, 0.5389], [1.6010, 0.2809, -1.4890], [-1.4809, 0.3625, -1.4735], [2.2044, -1.2560, 1.3053], [-1.7936, -1.1109, 1.4390]], "e_homo_ha": -0.3071, "e_lumo_ev": 0.773, "spin_multiplicity": 1, "e_above_lowest_kcal_mol": 71.01, "total_charge": 0, "homo_lumo_gap_ev": 9.129}

[2]
{"formula": "C4H8S2", "method": "wB97M-V/def2-TZVPD", "elements": ["S", "C", "C", "C", "C", "S", "H", "H", "H", "H", "H", "H", "H", "H"], "coordinates": [[0.4939, 2.2910, -1.5109], [-0.6763, 1.1432, -0.8326], [-0.1102, 0.4012, 0.4424], [1.0430, -0.5314, 0.1998], [-0.2373, -1.0612, 0.7593], [-0.9236, -2.7749, -0.2368], [0.6085, 3.0157, -0.1298], [-1.0758, 0.4254, -1.6664], [-1.6005, 2.0108, -0.7617], [-0.0758, 1.0088, 1.2762], [1.1757, -0.7209, -0.8278], [2.0283, 0.0708, 0.7223], [-0.6065, -1.5291, 1.7706], [-0.0434, -3.7495, 0.7953]], "e_homo_ha": -0.3296, "e_lumo_ev": 0.273, "spin_multiplicity": 1, "smiles": "SC[C@@H]1C[C@@H]1S", "e_above_lowest_kcal_mol": 129.10, "total_charge": 0, "homo_lumo_gap_ev": 9.241}

[3]
{"formula": "C4H8S2", "method": "wB97M-V/def2-TZVPD", "elements": ["C", "C", "C", "S", "C", "S", "H", "H", "H", "H", "H", "H", "H", "H"], "coordinates": [[-1.6077, -1.0238, 0.1545], [-0.6591, -0.4234, -0.8917], [0.0618, 0.6460, -0.1801], [-0.6105, 2.0417, -0.2105], [1.2873, 0.4654, 0.5572], [2.9787, 0.1392, -0.3432], [-0.9015, -1.6663, 0.8369], [-2.6431, -1.6856, -0.2022], [-2.2430, -0.2531, 0.7811], [-1.2277, 0.1465, -1.7592], [-0.0459, -1.2534, -1.0020], [1.3609, 1.5675, 0.8530], [1.2848, -0.3193, 1.4408], [2.9649, 1.6188, -0.0346]], "e_homo_ha": -0.3241, "e_lumo_ev": -0.461, "spin_multiplicity": 1, "smiles": "CCC(=S)CS", "e_above_lowest_kcal_mol": 86.97, "total_charge": 0, "homo_lumo_gap_ev": 8.358}

[4]
{"formula": "C4H8S3", "method": "wB97M-V/def2-TZVPD", "elements": ["C", "C", "C", "C", "S", "S", "S", "H", "H", "H", "H", "H", "H", "H", "H"], "coordinates": [[-0.6398, -1.1009, 1.1799], [-0.4595, -0.7544, -0.0367], [0.3912, 1.6215, 0.2333], [-0.0864, 0.5687, -0.6467], [-1.4155, -2.6328, -1.4313], [1.4552, 0.1698, -1.8199], [-1.5836, 1.0690, -1.6192], [-1.0804, -1.9229, 1.6141], [-0.1008, -0.3884, 1.8483], [0.6604, 2.5712, -0.3301], [1.2787, 1.2728, 0.8667], [-0.3248, 1.9120, 0.9945], [-0.2431, -3.1168, -2.1007], [0.7462, -0.8565, -2.1457], [-1.9455, -0.1205, -2.1022]], "e_homo_ha": -0.3312, "e_lumo_ev": -1.013, "spin_multiplicity": 1, "e_above_lowest_kcal_mol": 83.01, "total_charge": 0, "homo_lumo_gap_ev": 8.000}

[5]
{"formula": "C4H8Se", "method": "wB97M-V/def2-TZVPD", "elements": ["C", "C", "C", "C", "Se", "H", "H", "H", "H", "H", "H", "H", "H"], "coordinates": [[-2.5657, 0.3818, 0.3608], [-1.6777, -0.3877, -0.3259], [0.8450, -1.4221, -0.6892], [1.3622, 1.2463, 0.3669], [-0.0115, 0.2686, -0.7025], [-3.6487, 0.1976, 0.2337], [-2.3354, 0.9843, 1.2617], [2.2123, 1.4564, -0.3113], [1.7045, -1.5984, -1.2961], [1.2880, -1.6032, 0.2336], [0.2448, -2.2966, -0.8415], [1.5552, 0.5312, 1.2228], [1.0269, 2.2417, 0.4869]], "e_homo_ha": [-0.1676, -0.3350], "e_lumo_ev": [0.805, -1.392], "spin_multiplicity": 3, "e_above_lowest_kcal_mol": 89.82, "s2": 2.01, "total_charge": 0, "homo_lumo_gap_ev": [5.366, 7.724]}

[6]
{"formula": "C4H8Si2", "method": "wB97M-V/def2-TZVPD", "elements": ["C", "C", "C", "C", "Si", "Si", "H", "H", "H", "H", "H", "H", "H", "H"], "coordinates": [[-1.6918, 0.8474, 0.2221], [-0.6546, 1.6850, 0.2186], [0.9058, -0.7290, -0.0491], [1.7359, -1.7074, 0.2349], [-1.5286, -0.9681, -0.2151], [1.0903, 1.1164, -0.2476], [-2.6765, 1.2075, 0.5121], [-0.8142, 2.7271, 0.4822], [2.7978, -1.5470, 0.3689], [1.4299, -2.7361, 0.3717], [-2.1132, -1.9176, 0.7331], [-1.9049, -1.3032, -1.5918], [1.3687, 1.4986, -1.6434], [2.0555, 1.8263, 0.6033]], "e_homo_ha": -0.3217, "e_lumo_ev": 0.614, "spin_multiplicity": 1, "e_above_lowest_kcal_mol": 12.08, "total_charge": 0, "homo_lumo_gap_ev": 9.368}

[7]
{"formula": "C4H9BClFO2", "method": "wB97M-V/def2-TZVPD", "elements": ["C", "C", "F", "C", "Cl", "C", "B", "O", "O", "H", "H", "H", "H", "H", "H", "H", "H", "H"], "coordinates": [[2.8352, 0.2789, 0.6044], [1.7436, -0.4582, -0.1663], [2.0239, -0.4154, -1.5150], [0.3846, 0.1569, 0.1209], [0.3604, 1.8634, -0.3639], [-0.9475, -0.5495, -0.6125], [-2.3745, -0.0213, -0.1595], [-3.4196, -0.5397, -0.8472], [-2.4931, 0.8431, 0.8709], [2.8230, 1.3339, 0.3390], [3.8130, -0.1301, 0.3632], [2.6593, 0.1796, 1.6700], [1.7270, -1.5244, 0.1021], [0.2033, 0.1326, 1.1943], [-0.8609, -1.6161, -0.4091], [-0.8047, -0.4233, -1.6841], [-4.2997, -0.2591, -0.6005], [-3.3732, 1.1489, 1.0931]], "e_homo_ha": -0.3765, "e_lumo_ev": 0.194, "spin_multiplicity": 1, "smiles": "C[C@H](F)[C@@H](Cl)CB(O)O", "e_above_lowest_kcal_mol": 0.00, "total_charge": 0, "homo_lumo_gap_ev": 10.439}

[8]
{"formula": "C4H9BO3", "method": "wB97M-V/def2-TZVPD", "elements": ["C", "C", "C", "C", "O", "B", "O", "O", "H", "H", "H", "H", "H", "H", "H", "H", "H"], "coordinates": [[-2.3838, 0.8449, 0.1050], [-1.1919, -0.0546, -0.2148], [-1.5819, -1.5001, 0.0396], [0.0457, 0.4331, -0.1100], [1.2064, -0.6490, -0.0154], [2.3854, -0.0021, -0.0230], [2.6584, 1.3362, 0.0157], [3.4515, -0.8688, 0.0808], [-2.7063, 0.8385, 1.1126], [-2.0202, 1.7963, -0.1984], [-3.1960, 0.6575, -0.5746], [-0.6538, -2.0593, -0.1499], [-1.5903, -1.6685, 1.1414], [-2.4052, -1.7197, -0.5850], [0.2412, 1.5071, -0.0647], [3.5544, 1.6783, -0.2265], [4.1867, -0.5699, -0.3328]], "e_homo_ha": -0.3383, "e_lumo_ev": 0.336, "spin_multiplicity": 1, "smiles": "CC(C)=COB(O)O", "e_above_lowest_kcal_mol": 27.91, "total_charge": 0, "homo_lumo_gap_ev": 9.541}

[9]
{"formula": "C4H9BrN", "method": "wB97M-V/def2-TZVPD", "elements": ["C", "C", "C", "C", "N", "Br", "H", "H", "H", "H", "H", "H", "H", "H", "H"], "coordinates": [[0.9601, 0.7968, 0.0175], [1.3144, 0.2761, 1.1308], [-2.2791, -0.6772, -1.0745], [0.8637, 1.6337, -1.1142], [0.6294, -1.1370, 1.5233], [-2.5354, -2.3968, -0.3790], [-1.9235, -0.0804, -0.2359], [2.0711, 0.5723, 1.8674], [-2.8820, -0.5845, -1.9938], [0.9543, 2.7363, -1.0356], [-0.0715, 1.6909, -1.5778], [1.6219, 1.4099, -1.8392], [0.0466, -0.8003, 2.3032], [1.2638, -1.9584, 1.6677], [-0.0338, -1.4815, 0.7403]], "e_homo_ha": [-0.4447, -0.5182], "e_lumo_ev": [-3.353, -5.282], "spin_multiplicity": 3, "e_above_lowest_kcal_mol": 16.01, "s2": 2.01, "total_charge": 1, "homo_lumo_gap_ev": [8.746, 8.818]}

[10]
{"formula": "C4H9BrNO", "method": "wB97M-V/def2-TZVPD", "elements": ["C", "C", "C", "C", "N", "O", "Br", "H", "H", "H", "H", "H", "H", "H", "H", "H"], "coordinates": [[-0.2631, 0.8771, -1.5419], [-0.3656, 0.1354, -0.5051], [1.9175, -0.3165, 0.5608], [0.3943, -0.7052, 0.4223], [-2.4322, 0.0066, -0.0053], [-0.2051, -0.8224, 1.5954], [0.5336, -2.3939, -0.7778], [-1.1038, 1.3906, -1.9843], [0.7087, 1.1897, -1.8586], [2.4629, -1.1906, 1.1192], [2.1679, 0.5883, 1.0648], [2.3122, -0.4279, -0.4461], [-2.1932, 0.8733, 0.5432], [-2.6172, -0.8318, 0.5049], [-3.0235, 0.0139, -0.8374], [0.3107, -0.3714, 2.2887]], "e_homo_ha": -0.5145, "e_lumo_ev": -5.196, "spin_multiplicity": 1, "e_above_lowest_kcal_mol": 53.87, "total_charge": 1, "homo_lumo_gap_ev": 8.805}

[11]
{"formula": "C4H9BrO4S2", "method": "wB97M-V/def2-TZVPD", "elements": ["C", "C", "S", "C", "O", "O", "S", "C", "O", "O", "H", "H", "H", "H", "H", "H", "H", "H", "Br", "H"], "coordinates": [[0.6137, -0.3168, 2.1380], [0.5531, -0.2407, 0.8117], [-0.0854, -1.7036, -0.1160], [-0.4725, -0.9389, -1.6990], [0.7626, -2.7996, -0.2457], [-1.3428, -1.9422, 0.5374], [1.5092, 0.9254, 0.0232], [0.2271, 2.2159, -0.3377], [2.5511, 1.3554, 0.8773], [1.9806, 0.2452, -1.1551], [0.0503, -1.1534, 2.5009], [1.2607, 0.3125, 2.6909], [-0.8221, -1.8557, -2.1544], [-1.4420, -0.3198, -1.6880], [0.3221, -0.5273, -2.1401], [-0.0870, 1.9489, -1.3404], [-0.5795, 1.8232, 0.2369], [0.3975, 3.2902, -0.2849], [-3.1387, 0.3749, 0.6088], [-2.2580, -0.6936, 0.7359]], "e_homo_ha": -0.3954, "e_lumo_ev": -0.596, "spin_multiplicity": 1, "smiles": "C=C(S(C)(=O)=O)S(C)(=O)=O.Br", "e_above_lowest_kcal_mol": 0.00, "total_charge": 0, "homo_lumo_gap_ev": 10.164}

[12]
{"formula": "C4H9ClN", "method": "wB97M-V/def2-TZVPD", "elements": ["C", "C", "C", "C", "N", "Cl", "H", "H", "H", "H", "H", "H", "H", "H", "H"], "coordinates": [[1.3572, -1.0506, -1.5367], [0.3528, -1.8711, -1.2451], [-0.7049, 0.6856, 2.0354], [-0.2789, 1.4312, 0.8149], [-0.3347, 0.9848, -0.4125], [-1.3192, -1.5463, -1.5949], [1.0545, -0.1339, -1.9547], [2.4298, -1.3303, -1.2907], [-1.3017, 1.3427, 2.7441], [0.1744, 0.4573, 2.5103], [-1.2373, -0.3114, 1.8017], [0.0267, 2.5187, 0.8947], [0.3997, -2.8975, -0.8729], [-0.7514, 0.1247, -0.8934], [0.1330, 1.5961, -1.0004]], "e_homo_ha": -0.5193, "e_lumo_ev": -4.688, "spin_multiplicity": 1, "e_above_lowest_kcal_mol": 17.99, "total_charge": 1, "homo_lumo_gap_ev": 9.443}